Entry from the Open Molecules 2025 dataset: 2 unconnected molecules or ions with the total composition C2H5ClN2O in a non-equilibrium geometry (the ωB97M-V functional and the def2-TZVPD basis).

Lowest unoccupied orbital energy (spin up / spin down) (eV): 0.878 / -0.909
E (hartree): -723.9196
HOMO (spin up / spin down) (eV): -7.514 / -10.562
Multiplicity: 3
ΔE to the lowest compared entry with this formula, charge and spin (kcal per mole): 0.0

XYZ file:
```
11
C2H5ClN2O, DFT the ωB97M-V functional and the def2-TZVPD basis
C -0.279 -0.579 -1.582
C -0.742 0.621 1.917
N 1.253 0.304 -0.197
N 0.089 0.213 -0.423
O 2.323 0.029 -0.703
Cl 0.844 0.415 2.377
H 0.477 -0.368 -2.385
H -0.187 -1.710 -1.252
H -1.255 -0.347 -1.820
H -1.416 -0.194 1.713
H -1.106 1.615 2.356
```